{
  "formula": "C4H13N2O",
  "method": "wB97M-V/def2-TZVPD",
  "homo_lumo_gap_ev": 12.0,
  "molar_mass_g_mol": 105.2,
  "energy_ha": -344.738192,
  "largest_force_ev_per_a": 1.70,
  "e_above_lowest_kcal_mol": 17.98,
  "e_homo_ev": -15.1,
  "total_charge": 1,
  "symbols": ["C", "C", "C", "N", "C", "N", "H", "H", "H", "H", "H", "H", "H", "H", "H", "H", "H", "H", "H", "O"],
  "xyz": [[-0.6452, -1.1271, 2.3835], [-0.6161, -1.5809, 0.9040], [0.7870, -1.6160, 0.2707], [0.1368, 0.8586, -1.3680], [0.9694, 0.7847, -0.3689], [1.4324, -0.2601, 0.2823], [0.2108, -0.4962, 2.6249], [-1.5416, -0.5482, 2.5856], [-0.5934, -1.9971, 3.0313], [-1.2409, -0.9338, 0.2898], [-1.0106, -2.5930, 0.8111], [0.7555, -1.8914, -0.7859], [1.4954, -2.2676, 0.7743], [-0.0756, 1.7564, -1.7850], [-0.3890, 0.0330, -1.5643], [1.3532, 1.7315, 0.0007], [1.7721, -0.0425, 1.1996], [-1.6968, 3.2316, -3.0175], [-0.3359, 3.7282, -3.4800], [-0.7674, 3.2300, -2.7883]],
  "atomic_forces_ev_per_a": [[0.262, -0.208, -0.695], [0.575, -0.093, 0.128], [0.093, 0.883, -0.548], [0.463, -0.853, 0.870], [0.714, 1.107, 0.649], [-1.482, -0.806, 0.209], [-0.032, 0.102, 0.076], [-0.064, -0.126, 0.162], [-0.104, 0.055, 0.166], [-0.165, 0.018, 0.017], [-0.155, 0.066, -0.024], [-0.102, -0.337, 0.127], [-0.128, -0.137, 0.050], [-0.340, 0.287, -0.430], [-0.392, -0.221, -0.742], [0.127, 0.032, -0.249], [0.670, 0.347, 0.120], [-0.320, 0.055, -0.044], [0.236, 0.220, -0.268], [0.144, -0.391, 0.426]],
  "mulliken_charge": [-1.075, -0.113, -0.981, -0.188, 0.130, -0.156, 0.280, 0.313, 0.320, 0.183, 0.398, 0.390, 0.371, 0.251, 0.223, 0.374, 0.330, 0.318, 0.321, -0.687]
}